(1)
# C10H13N3OS

A 2-piece molecular cluster, C10H13N3OS overall at a distorted geometry (ωB97M-V/def2-TZVPD, the Open Molecules 2025 dataset).

The geometry in XYZ format:
```
28
Properties=species:S:1:pos:R:3:forces:R:3
C -4.8559 -0.2593 -0.8108 -0.143 0.213 -0.149
C -4.3495 -1.3876 -0.1504 0.148 -0.099 0.136
C -4.1701 0.9330 -0.8504 0.090 -0.049 0.027
C -3.1439 -1.3621 0.5156 -0.083 -0.192 0.047
C -2.9419 0.9784 -0.1936 0.119 -1.245 0.481
C -2.4552 -0.1591 0.4937 -0.310 0.713 -0.480
C 2.1443 0.3283 -1.5625 -0.074 -0.240 0.073
C 2.9613 1.2035 0.6744 -0.121 -0.074 -0.009
C -0.4541 -0.3734 1.9174 3.082 -0.910 -0.594
C 1.8372 0.5301 -0.0919 -0.123 -0.226 0.240
N -2.0387 1.9854 -0.0201 -0.054 0.557 -0.202
N -1.0906 1.5701 0.7114 0.606 0.543 0.475
N -1.2893 0.2784 1.0650 -1.135 0.019 -0.768
O 1.0440 -2.0296 -0.3197 -0.354 -0.779 -0.709
S 1.5555 -1.1334 0.7173 -1.569 1.692 1.187
H -5.8168 -0.3324 -1.2979 -0.058 -0.012 -0.057
H -4.9261 -2.3001 -0.1604 -0.038 -0.078 -0.002
H -4.5556 1.8051 -1.3517 -0.073 0.089 -0.097
H -2.7565 -2.2331 1.0207 0.009 -0.101 0.035
H 3.1291 -0.1191 -1.6960 0.048 -0.052 -0.049
H 1.4035 -0.3307 -2.0097 0.010 -0.021 -0.105
H 2.1251 1.2809 -2.0876 0.003 0.118 0.032
H 3.8890 0.6439 0.5650 0.093 -0.015 0.013
H 2.7203 1.2664 1.7326 0.053 0.098 0.193
H 3.1208 2.2121 0.2978 0.000 0.079 0.010
H -0.8001 -1.3280 2.2736 -0.126 -0.061 0.072
H 0.0880 0.2537 2.6031 -0.174 0.163 0.248
H 0.9113 1.1036 0.0214 0.172 -0.131 -0.045
```
Forces are in eV/Å.

Gap between HOMO and LUMO: 0.2747 hartree
Energy above the lowest of the compared OMol25 structures with the same formula, charge and spin: 62.9 kcal/mol
Charge: 0
Total energy: -27931.1875 eV

Just the natural (NBO) charges please, in e? Sure, here they are: C -0.23; C -0.19; C -0.17; C -0.25; C 0.02; C 0.16; C -0.63; C -0.62; C -0.25; C -0.42; N -0.20; N -0.03; N -0.24; O -0.94; S 1.08; H 0.22; H 0.22; H 0.23; H 0.22; H 0.21; H 0.24; H 0.22; H 0.21; H 0.21; H 0.22; H 0.22; H 0.22; H 0.24



(2)
# C10H13N8OS2

An isolated ion of composition C10H13N8OS2 and charge +1 at a distorted geometry (ωB97M-V/def2-TZVPD, the Open Molecules 2025 dataset).

The geometry in XYZ format:
```
34
Properties=species:S:1:pos:R:3:forces:R:3
N 0.7561 3.5823 -0.2278 -0.350 -0.285 0.521
N 0.6953 2.3378 -0.8942 1.251 0.969 0.519
N -0.4575 1.6785 -1.2024 0.362 -1.720 -0.700
C -0.0194 0.5256 -1.7885 1.920 -1.567 -0.701
N -0.7295 -0.4955 -2.2471 -1.896 0.582 0.061
C -2.2055 -0.5290 -2.1650 0.113 -0.533 0.156
C -2.7301 -1.3892 -0.9404 -0.280 0.225 -0.471
C -1.6536 -1.5743 0.1523 0.466 0.088 0.474
S -2.3760 -2.0630 1.7898 0.988 0.311 -0.350
C -0.9035 -2.3296 2.7615 -0.282 -0.700 0.884
S -1.0092 -3.3234 4.0503 -0.024 0.461 -0.671
N 0.3451 -1.7112 2.4690 1.129 0.337 -0.856
C 0.6900 -0.3718 2.3937 -0.008 1.821 -0.338
C 2.0547 -0.2371 2.1068 -2.506 -1.749 0.497
N 2.5519 -1.5463 2.0149 -0.360 1.073 -0.196
C 1.5454 -2.3557 2.2182 1.314 -0.489 0.016
N 1.3453 0.4427 -1.8770 -1.395 2.405 1.406
C 1.7432 1.6109 -1.2892 -0.016 -2.793 -1.457
N 3.1132 1.8620 -1.1549 -1.278 1.619 -0.907
C 3.4510 3.0109 -1.5372 0.276 0.612 2.133
O 3.8066 4.1059 -1.5938 -0.012 -1.018 -0.924
H -0.1635 3.7075 0.2055 0.247 0.253 -0.165
H 1.3897 3.4206 0.5657 -0.182 0.173 -0.167
H -1.4144 1.9632 -1.0409 0.381 0.437 0.184
H -0.2589 -1.3062 -2.6341 0.278 0.494 0.169
H -2.5825 0.5127 -2.1168 0.207 -0.567 -0.056
H -2.5647 -0.9626 -3.1206 0.066 0.370 0.626
H -3.0832 -2.3619 -1.3479 0.337 0.520 0.505
H -3.6381 -0.8738 -0.5501 0.639 -0.386 -0.089
H -1.0732 -0.6431 0.3471 -0.461 -0.571 -0.295
H -0.9180 -2.3714 -0.0905 -0.510 0.566 -0.112
H -0.0688 0.4080 2.5726 0.478 -0.617 -0.038
H 2.5951 0.7051 1.9848 0.070 -0.727 0.141
H 1.7671 -3.4285 2.1863 -0.965 0.405 0.201
```
Forces are in eV/Å.

Gap between HOMO and LUMO: 0.2953 hartree
Charge: +1
Total energy: -46210.0069 eV

Just the natural (NBO) charges please, in e? Sure, here they are: N -0.59; N -0.04; N -0.40; C 0.58; N -0.56; C -0.22; C -0.44; C -0.54; S 0.34; C -0.15; S 0.15; N -0.46; C -0.11; C -0.10; N -0.43; C 0.19; N -0.45; C 0.54; N -0.54; C 0.91; O -0.37; H 0.38; H 0.39; H 0.46; H 0.45; H 0.19; H 0.24; H 0.24; H 0.23; H 0.21; H 0.23; H 0.22; H 0.21; H 0.23



(3)
# C10H13NO

One molecule with the formula C10H13NO at a distorted geometry (ωB97M-V/def2-TZVPD, the Open Molecules 2025 dataset).

The geometry in XYZ format:
```
25
Properties=species:S:1:pos:R:3:forces:R:3
C 3.3480 0.5761 1.7554 -1.854 0.915 -0.779
C 2.2232 0.2706 2.5503 -0.625 -0.469 1.349
C 2.8219 0.9796 0.5267 -0.326 -1.267 2.674
C 1.0732 0.4341 1.7903 0.590 -0.502 0.934
C -0.3904 0.2821 1.9422 -1.433 -1.164 1.841
C -1.8807 -1.2150 -2.3301 -1.156 -0.246 -2.471
C -1.5756 0.2862 -2.3377 1.316 3.096 -1.157
C -1.3685 -1.7196 -1.0065 0.088 -0.058 0.157
C -1.4756 0.6699 -0.8757 0.784 -1.669 0.717
C -1.2718 -0.4829 -0.1708 0.497 1.258 -0.099
N 1.4802 0.8303 0.5610 -1.007 0.509 0.009
O -0.9454 -0.7484 1.1215 -0.026 -0.163 -0.857
H 4.3098 0.7048 2.1751 0.930 -0.165 -0.236
H 2.2975 -0.0016 3.6217 -0.330 0.102 -0.953
H 3.2509 1.2350 -0.3411 1.733 1.059 -2.837
H -0.8514 -0.0092 2.9341 1.508 0.401 -0.611
H -0.9057 1.1848 1.7364 -0.417 1.224 -0.546
H -2.9748 -1.4474 -2.5117 1.004 0.589 0.643
H -1.4275 -1.6986 -3.2305 -0.004 0.251 0.859
H -0.4780 0.5363 -2.7571 -2.223 -0.807 0.390
H -2.2497 1.0713 -2.9010 0.922 -2.044 0.783
H -2.0971 -2.3283 -0.4950 0.003 -0.843 -0.006
H -0.3939 -2.2466 -1.1208 -0.595 0.356 0.435
H 0.7340 1.1455 -0.0589 1.033 -0.213 -0.433
H -1.2527 1.6911 -0.5780 -0.411 -0.151 0.196
```
Forces are in eV/Å.

Gap between HOMO and LUMO: 0.3320 hartree
Energy above the lowest of the compared OMol25 structures with the same formula, charge and spin: 47.6 kcal/mol
Charge: 0
SMILES: C1=C(OCc2ccc[nH]2)CCC1
Total energy: -14116.3697 eV

Just the natural (NBO) charges please, in e? Sure, here they are: C -0.31; C -0.26; C -0.05; C 0.05; C -0.10; C -0.41; C -0.41; C -0.47; C -0.37; C 0.36; N -0.49; O -0.50; H 0.22; H 0.22; H 0.20; H 0.22; H 0.18; H 0.21; H 0.22; H 0.18; H 0.22; H 0.23; H 0.23; H 0.43; H 0.21



Going through the records in order, we get LUMO values of -0.4 -3.4 0.9 eV.